23
Properties=species:S:1:pos:R:3:mulliken_charge:R:1 method="wB97M-V/def2-TZVPD" de_lowest_kj_mol=272.46 orbital_gap_ev=9.198 total_charge=0 homo_ev=-8.77 e_tot_ha=-1436.7151
C -3.022 -1.333 -0.386 -0.47
C -0.871 -0.176 -0.442 0.22
Cl 4.884 0.556 -1.985 -0.26
C -1.507 1.073 -0.539 0.54
C -3.600 -0.104 -0.523 -0.32
H 3.741 0.218 -1.584 0.25
C -1.611 -1.392 -0.413 -0.05
H 3.179 -2.122 1.532 0.44
H 0.169 4.220 -0.042 0.42
C 1.199 -0.428 0.551 0.50
C -0.207 3.355 -0.489 -0.06
H -3.473 2.011 -0.449 0.30
H 4.306 -1.081 1.270 0.25
Cl 0.398 -1.078 2.107 -0.20
H -1.194 -2.344 -0.650 0.43
C -2.868 1.066 -0.579 -0.56
H 3.068 -0.596 2.546 0.34
O 2.551 -0.469 0.498 -0.22
N 0.512 -0.150 -0.432 -0.42
C 3.300 -1.124 1.589 -0.87
H -3.515 -2.406 -0.456 0.23
C -0.707 2.267 -0.570 -0.75
H -4.735 0.036 -0.552 0.27